# 1
{
  "formula": "C14H52N2O14SSi",
  "method": "ωB97M-V with the def2-TZVPD basis set",
  "elements": ["C", "C", "C", "Si", "N", "C", "S", "N", "C", "C", "C", "C", "O", "C", "C", "C", "C", "C", "C", "H", "H", "H", "H", "H", "H", "H", "H", "H", "H", "H", "H", "H", "H", "H", "H", "H", "H", "H", "H", "H", "H", "H", "H", "H", "H", "O", "H", "H", "O", "H", "H", "O", "H", "H", "O", "H", "H", "O", "H", "H", "O", "H", "H", "O", "H", "H", "O", "H", "H", "O", "H", "H", "O", "H", "H", "O", "H", "H", "O", "H", "H", "O", "H", "H"],
  "xyz": [[5.478920, 0.550481, 2.413412], [4.502481, -0.139858, 2.472045], [3.299615, -0.976070, 2.534915], [2.091202, -0.367390, 1.189398], [2.429223, -1.335324, -0.268078], [3.415704, -1.020941, -0.884742], [4.447181, -0.480963, -1.946855], [0.472349, -0.624619, 1.759538], [-0.332116, -1.594435, 0.957112], [-1.172855, -0.912055, -0.136661], [-2.518086, -0.400235, 0.432466], [-2.364031, 0.645376, 1.544360], [2.449495, 1.224787, 0.969489], [1.859931, 1.834934, -0.188996], [0.689305, 2.783227, 0.116064], [0.646270, 3.786201, -1.066047], [0.839806, 3.596532, 1.411043], [2.172320, 4.387092, 1.480231], [0.617727, 2.784647, 2.711464], [6.147491, 1.332618, 2.145675], [2.845962, -0.793936, 3.513417], [3.557615, -2.025570, 2.397422], [0.479970, -0.926972, 2.724692], [-1.057428, -2.048110, 1.637773], [0.253332, -2.430091, 0.564304], [-1.379738, -1.665671, -0.902807], [-0.599029, -0.119629, -0.631053], [-3.104918, -1.233658, 0.832627], [-3.064045, 0.076527, -0.383280], [-1.786641, 0.278306, 2.392300], [-1.877937, 1.538655, 1.159608], [-3.338205, 0.927515, 1.945540], [2.634610, 2.388428, -0.728693], [1.513934, 1.065120, -0.897050], [-0.245858, 2.223639, 0.052197], [0.703076, 3.209396, -1.996588], [1.532249, 4.424066, -1.054448], [-0.255603, 4.394279, -1.025654], [0.043961, 4.351015, 1.389884], [2.940018, 3.935358, 0.862107], [1.980673, 5.380076, 1.060455], [2.492858, 4.538497, 2.504555], [1.607801, 2.521537, 3.104434], [0.115022, 1.838789, 2.518622], [0.127282, 3.351190, 3.498569], [-1.786817, -4.519561, 0.759496], [-1.783303, -4.379044, -0.199653], [-0.992998, -5.035730, 0.928570], [5.418394, -1.378410, -5.282977], [5.537845, -0.650061, -5.901762], [5.106605, -0.953593, -4.477625], [-3.064582, -5.028062, -1.623852], [-3.736119, -5.657864, -1.345277], [-3.118314, -5.034190, -2.591382], [-2.845678, -0.659538, -2.866097], [-3.328527, -0.616552, -3.697379], [-1.944440, -0.879694, -3.121884], [-2.345103, -6.059553, -4.266158], [-1.452158, -6.094726, -3.907337], [-2.591343, -6.988874, -4.361989], [1.341858, 5.316645, 4.555871], [1.508338, 4.590502, 5.165586], [0.566250, 5.756962, 4.917760], [-1.489040, -8.349100, -2.642088], [-1.105566, -9.081698, -2.150500], [-1.913830, -7.800649, -1.972338], [-2.529637, -1.674915, 4.086534], [-3.002926, -1.623216, 3.249224], [-1.631810, -1.906248, 3.833560], [4.894963, 2.220386, -4.615759], [4.993203, 1.553232, -3.929931], [4.110197, 2.713133, -4.355804], [-4.077136, 3.123727, 0.751229], [-3.988164, 4.006379, 0.380618], [-4.954860, 2.839914, 0.464813], [-5.061436, -7.664821, -4.536413], [-4.958279, -6.775802, -4.893603], [-5.940575, -7.934167, -4.819083], [5.135486, 4.581991, 1.040738], [5.542213, 3.769543, 1.357961], [5.875717, 5.116005, 0.733868], [-7.011743, 3.480552, 0.754200], [-7.234784, 4.401926, 0.918317], [-7.432758, 3.002389, 1.475781]],
  "forces_ev_per_a": [[-0.08, 0.55, -0.45], [-0.20, -0.66, 0.11], [0.29, 1.03, -0.29], [0.04, 0.20, 1.69], [0.68, 0.46, 0.73], [-1.01, 0.31, -1.28], [0.44, -0.29, 0.47], [0.65, -1.02, -1.25], [-0.77, 0.40, 0.34], [-0.20, -0.54, 0.51], [0.59, 0.70, -0.01], [-0.04, -0.28, 0.08], [-0.31, -0.84, -0.72], [-0.25, 0.30, -0.10], [0.54, 0.81, -0.64], [0.33, -0.79, 0.07], [-0.26, 0.00, 0.95], [-1.01, 0.21, -0.69], [0.87, -0.39, -0.31], [0.33, -0.20, 0.26], [-0.13, -0.34, -0.01], [-0.17, -0.06, 0.13], [0.04, 0.23, 0.09], [0.12, -0.14, -0.04], [0.12, 0.18, -0.08], [-0.07, 0.06, 0.00], [-0.09, 0.10, 0.14], [0.06, -0.17, -0.34], [-0.20, -0.28, 0.01], [0.08, -0.01, -0.09], [-0.08, 0.07, 0.12], [0.00, 0.13, -0.17], [0.18, -0.07, 0.28], [-0.01, 0.09, 0.04], [0.00, -0.02, 0.54], [-0.33, 0.25, -0.12], [-0.11, 0.10, 0.09], [0.00, -0.01, -0.16], [-0.08, -0.15, -0.13], [0.18, -0.09, 0.29], [0.30, 0.02, 0.05], [0.15, -0.15, -0.01], [-0.12, -0.09, 0.04], [-0.30, 0.11, 0.08], [-0.23, 0.06, -0.20], [0.29, 0.08, 0.01], [-0.35, -0.17, 0.13], [-0.01, 0.02, 0.07], [0.04, 0.11, -0.03], [-0.01, -0.01, -0.01], [-0.06, -0.13, -0.02], [-0.04, 0.00, -0.33], [-0.02, 0.08, 0.14], [0.13, -0.15, 0.01], [0.00, -0.01, -0.13], [-0.02, 0.01, 0.02], [0.01, 0.01, 0.03], [-0.13, 0.08, -0.10], [0.02, -0.08, -0.04], [0.03, -0.02, 0.09], [-0.05, 0.12, 0.20], [0.04, -0.03, -0.05], [0.01, 0.04, -0.03], [0.00, 0.08, 0.11], [0.01, -0.03, -0.06], [-0.01, 0.03, -0.04], [-0.02, -0.03, 0.05], [-0.01, 0.02, 0.00], [-0.01, -0.06, 0.01], [-0.01, -0.07, -0.03], [0.01, 0.06, 0.08], [0.00, 0.01, -0.02], [0.07, -0.01, -0.16], [0.00, 0.01, 0.01], [-0.04, 0.17, 0.14], [0.03, 0.15, -0.03], [0.02, 0.01, 0.02], [0.02, -0.07, 0.02], [0.33, 0.07, -0.08], [-0.10, -0.03, 0.03], [-0.02, 0.01, 0.00], [-0.19, -0.03, 0.00], [0.06, 0.02, -0.04], [0.04, -0.05, -0.01]],
  "spin_multiplicity": 1,
  "lumo_ev": 0.1,
  "max_force_ev_per_a": 1.7
}

# 2
{
  "formula": "Cl2HNS",
  "method": "ωB97M-V with the def2-TZVPD basis set",
  "elements": ["N", "S", "Cl", "Cl", "H"],
  "xyz": [[2.601300, 0.131382, -0.612395], [0.075325, 1.119851, -0.470831], [2.487687, -1.484754, -0.340095], [3.569158, 0.821179, 0.490838], [0.522596, 1.438788, 0.764988]],
  "forces_ev_per_a": [[-1.02, 0.36, -1.33], [0.30, 0.01, 0.29], [-0.23, -1.36, 0.06], [1.07, 1.05, 1.24], [-0.12, -0.05, -0.25]],
  "spin_multiplicity": 1,
  "lumo_ev": [-2.0, -1.7],
  "max_force_ev_per_a": 1.9
}

# 3
{
  "formula": "C6H11N",
  "method": "ωB97M-V with the def2-TZVPD basis set",
  "elements": ["C", "C", "C", "N", "C", "C", "C", "H", "H", "H", "H", "H", "H", "H", "H", "H", "H", "H"],
  "xyz": [[0.667550, -2.799738, 0.052416], [0.620656, -1.497790, -0.331549], [-0.008532, -0.378982, 0.385938], [0.296101, -0.355811, 1.808504], [-0.333983, 0.787349, -0.203810], [-0.956125, 1.902137, 0.569885], [-0.235160, 1.056642, -1.691751], [0.346446, -3.540601, -0.677294], [1.120654, -3.189733, 0.957360], [1.040675, -1.174720, -1.280193], [0.530186, -1.274295, 2.147863], [0.988908, 0.363363, 1.922574], [-0.512060, 2.886303, 0.423449], [-2.031055, 2.013758, 0.408950], [-0.860221, 1.738663, 1.644693], [0.110070, 2.076094, -1.860964], [-1.245637, 1.007794, -2.106516], [0.461533, 0.379559, -2.169555]],
  "forces_ev_per_a": [[0.38, 0.13, -0.57], [-0.82, 0.28, -0.14], [3.61, 0.85, 1.44], [-1.70, -0.02, -0.70], [-0.53, 0.02, -0.70], [-0.06, 0.24, 1.34], [-0.30, -0.10, 0.69], [1.47, -0.16, -0.42], [-1.41, 0.22, 0.83], [-1.39, -0.77, -0.90], [0.35, 0.13, 0.17], [0.31, -0.35, 0.56], [0.18, -0.02, -0.50], [-0.01, -0.09, -0.40], [-0.07, -0.18, -0.05], [0.08, 0.05, 0.09], [0.16, -0.18, -0.36], [-0.26, -0.03, -0.39]],
  "spin_multiplicity": 1,
  "lumo_ev": 0.5,
  "max_force_ev_per_a": 4.0
}

# 4
{
  "formula": "C34H33BF4GaIN3O2SbTe",
  "method": "ωB97M-V with the def2-TZVPD basis set",
  "elements": ["Ga", "C", "C", "C", "C", "C", "C", "N", "Sb", "C", "C", "C", "C", "C", "C", "N", "C", "C", "C", "C", "C", "C", "N", "H", "H", "H", "H", "H", "H", "H", "H", "H", "H", "H", "H", "H", "H", "H", "H", "H", "H", "C", "C", "C", "C", "C", "C", "Te", "C", "C", "C", "H", "H", "H", "H", "H", "H", "H", "H", "H", "H", "H", "I", "C", "C", "C", "C", "C", "C", "C", "O", "O", "H", "H", "H", "H", "F", "B", "F", "F", "F"],
  "xyz": [[6.640002, 14.915514, 12.830329], [5.223646, 10.311188, 10.329182], [5.761678, 9.388869, 9.260392], [5.040322, 8.316202, 8.656449], [5.690618, 7.493043, 7.739452], [7.013426, 7.862145, 7.367812], [7.676066, 8.823727, 8.105145], [7.093419, 9.438650, 9.138135], [9.592015, 9.478502, 7.248007], [9.882368, 10.062803, 9.386962], [9.871182, 11.351253, 10.043846], [9.767770, 11.370151, 11.430400], [9.607213, 10.180333, 12.128767], [9.837345, 8.985147, 11.421763], [10.053934, 7.670172, 12.153591], [9.979575, 8.978719, 10.131098], [9.236950, 11.592513, 6.717125], [10.289836, 12.518191, 6.464856], [9.943780, 13.876337, 6.519485], [8.635143, 14.262178, 6.788957], [7.656423, 13.266774, 6.936380], [6.189430, 13.426672, 7.006095], [7.997648, 11.960962, 6.767726], [6.061035, 10.920969, 10.684482], [4.511740, 11.043680, 9.963716], [4.669679, 9.728029, 11.091716], [4.082049, 8.094750, 9.061549], [5.204712, 6.636342, 7.333246], [7.490289, 7.253626, 6.569964], [9.766178, 12.236748, 9.447863], [9.623822, 12.331376, 11.982860], [9.461732, 10.081842, 13.190543], [10.355995, 7.817005, 13.201192], [9.150768, 7.053569, 12.071904], [10.902877, 7.078352, 11.780893], [11.259220, 12.157162, 6.148863], [10.705523, 14.628645, 6.379673], [8.340805, 15.311763, 6.960672], [5.801313, 14.172920, 6.276631], [5.641631, 12.447021, 6.893899], [5.903681, 13.892836, 7.936275], [7.209944, 12.882420, 23.129658], [7.268411, 13.041915, 21.586761], [8.023719, 13.983132, 20.960486], [8.178677, 14.043318, 19.558228], [8.913220, 15.117106, 18.990912], [7.441471, 13.071835, 18.773704], [7.366202, 13.334456, 16.588258], [6.782567, 12.010753, 19.424171], [6.057381, 10.939312, 18.670813], [6.670612, 12.042035, 20.812755], [6.138350, 12.948267, 23.407887], [7.728220, 13.615831, 23.732295], [7.592196, 11.825615, 23.309568], [8.643030, 14.658878, 21.574024], [9.443157, 15.613739, 19.868996], [8.239010, 15.930078, 18.629566], [9.652814, 14.936173, 18.179115], [6.577353, 10.656598, 17.775748], [5.003330, 11.271736, 18.506999], [5.908589, 10.069585, 19.355998], [5.969052, 11.296188, 21.292973], [10.182224, 20.021003, 14.032844], [8.991941, 18.710854, 12.801123], [7.629067, 18.572090, 13.046888], [6.875633, 17.819523, 12.101937], [7.495373, 17.064110, 11.180999], [8.794589, 17.364759, 10.805403], [9.576978, 18.120962, 11.630373], [6.683875, 16.020415, 10.295260], [6.890225, 16.045016, 9.094335], [5.929674, 15.112707, 10.921271], [7.137256, 18.921875, 13.949011], [5.794048, 17.651295, 12.331695], [9.088686, 16.984525, 9.862098], [10.645986, 18.215125, 11.465089], [5.013484, 16.186148, 13.975970], [3.829643, 15.415265, 13.514062], [4.337848, 14.193008, 13.028432], [2.933672, 15.299912, 14.544957], [3.226627, 16.043827, 12.295880]],
  "forces_ev_per_a": [[-0.97, -0.16, -0.63], [-0.41, -0.26, -0.14], [0.92, -1.48, 0.80], [1.26, 0.47, 0.00], [0.77, 1.67, 0.76], [-0.96, -1.48, -0.34], [-0.22, -0.12, -1.18], [-0.35, 1.47, -1.05], [0.24, 0.70, 1.73], [0.63, 1.87, 0.70], [-0.45, -1.90, -1.00], [-1.16, 0.75, 0.51], [0.91, -0.84, -0.66], [0.50, 0.34, 1.80], [0.18, -0.12, 0.27], [0.06, -1.10, -1.62], [1.71, -0.26, -0.66], [-1.25, -0.17, 0.16], [0.15, -0.69, -0.02], [-0.80, 0.19, 0.90], [0.75, -1.27, -1.89], [-1.50, 0.64, -0.28], [-1.32, 0.78, 1.46], [-0.17, -0.50, 0.39], [-0.28, -0.02, -0.44], [0.58, 0.42, -0.05], [-0.86, -0.08, -0.18], [-0.25, -0.45, -0.33], [-0.13, 0.77, 0.57], [0.28, 0.41, -0.09], [0.33, -0.77, -0.65], [-0.05, 0.43, 0.26], [-0.65, 0.17, -0.11], [0.21, 0.01, 0.22], [-0.39, 0.36, -0.55], [0.19, 0.18, 0.37], [0.07, 0.10, -0.13], [0.32, -0.61, -0.24], [0.35, -0.61, 0.11], [0.84, 1.08, 0.06], [-0.10, -0.01, 0.63], [-0.78, -1.24, -1.29], [-0.18, -1.31, 1.56], [1.61, 0.99, -0.93], [-2.62, -2.64, 0.64], [1.96, 3.59, -0.03], [1.06, 1.01, -0.43], [0.15, -0.40, 1.75], [-0.66, 0.31, 0.25], [-1.36, -0.18, 1.50], [-1.10, -0.54, -0.08], [0.55, -0.31, 0.05], [0.39, 0.12, -0.26], [-0.52, 1.42, 0.23], [-0.50, -0.19, -0.40], [-0.23, -0.42, -1.41], [0.28, -0.54, 0.05], [-0.52, -0.27, 0.60], [-0.04, -0.30, -0.52], [0.81, -0.12, -0.47], [0.45, 0.40, -0.77], [1.18, 0.74, -0.48], [-0.53, -0.80, -0.50], [0.03, 0.03, -0.45], [0.45, -0.20, -0.83], [-1.54, -0.12, 3.40], [-1.41, -0.99, -2.70], [-0.01, -0.30, 0.54], [0.16, 0.80, 1.38], [0.53, -0.26, 0.06], [-0.34, -0.02, 0.57], [1.73, 1.55, 0.77], [0.15, 0.37, -0.29], [0.96, 0.25, -0.34], [0.79, -0.52, -0.60], [-0.21, 0.30, -0.18], [-0.54, -0.56, -0.55], [-1.31, 1.38, -2.22], [0.58, -0.31, 0.63], [0.44, -0.07, -0.26], [1.15, -0.54, 2.53]],
  "spin_multiplicity": 1,
  "lumo_ev": [-4.8, -5.2],
  "max_force_ev_per_a": 4.1
}